Entry from the Open Molecules 2025 dataset: a structure of composition C3H11P2S at a distorted geometry (the ωB97M-V functional and the def2-TZVPD basis).

Last column: Mulliken charge in e.
Element x y z (Å)
S -2.155 -0.513 0.356  0.002
P 0.500 -0.041 0.361  0.523
P 1.765 -1.282 -0.860  -0.123
C 1.218 -0.391 1.995  -1.080
C 0.653 1.759 0.158  -1.051
C -2.524 -0.353 -1.409  -0.770
H 0.735 1.955 -0.903  0.370
H 2.201 -0.548 1.792  0.468
H -0.254 2.191 0.581  0.346
H -2.399 0.674 -1.557  0.322
H 1.509 -1.067 -2.112  0.106
H -2.010 -1.188 -2.039  0.270
H 0.935 -2.398 -0.762  0.133
H -3.654 -0.378 -1.432  0.353
H 1.169 0.572 2.479  0.353
H 1.527 2.174 0.642  0.453
H 0.785 -1.166 2.709  0.326

Calculated values
- Kohn-Sham gap (eV) = 7.6428
- HOMO level (eV) = -13.3
- ΔE to the lowest compared entry with this formula, charge and spin (kcal/mol) = 33.44
- charge = +1

=====

Entry from the Open Molecules 2025 dataset: an isolated molecule of C2H5NOS at a distorted geometry (the ωB97M-V functional and the def2-TZVPD basis).

Last column: Mulliken charge in e.
Element x y z (Å)
S 0.006 -0.834 -0.887  0.739
O -0.708 -0.751 -2.320  -0.619
N 1.227 -1.791 -0.631  -0.608
C 0.475 0.750 -0.330  -0.268
C -0.785 0.271 0.332  -0.612
H 0.310 1.498 -1.056  0.260
H 1.409 0.923 0.187  0.266
H -1.630 0.697 -0.125  0.270
H -0.846 0.053 1.323  0.334
H 1.068 -2.353 0.216  0.239

Calculated values
- Kohn-Sham gap (eV) = 9.5645
- SMILES = N=S1(=O)CC1
- HOMO level (eV) = -9.4
- ΔE to the lowest compared entry with this formula, charge and spin (kcal/mol) = 114.13